Record 1
19
Properties=species:S:1:pos:R:3 method="wB97M-V/def2-TZVPD" smiles=CCOCC.N multiplicity=1 homo_energy_ha=-0.348 charge=0 molar_mass_g_mol=91.15 e_tot_ha=-290.16161 e_lumo_ev=1.020
C -3.272 1.562 0.985
C -1.954 0.767 0.912
O -1.065 1.417 0.036
C 0.287 1.498 0.482
C 1.014 0.196 0.121
H -3.890 1.235 0.164
H -2.966 2.598 0.841
H -3.788 1.429 1.932
H -1.462 0.593 1.877
H -2.189 -0.222 0.516
H 0.785 2.363 0.048
H 0.243 1.602 1.570
H 0.580 -0.560 0.755
H 0.934 -0.069 -0.928
H 2.083 0.286 0.328
N 3.356 -3.715 -2.339
H 3.840 -3.331 -1.566
H 3.586 -3.103 -3.120
H 3.878 -4.545 -2.614



Record 2
20
Properties=species:S:1:pos:R:3 method="wB97M-V/def2-TZVPD" multiplicity=2 homo_energy_ha="0.049 / -0.198" charge=-1 molar_mass_g_mol=107.15 e_tot_ha=-365.33752 s2=0.750 e_lumo_ev="3.278 / 3.186"
C 2.489 -1.579 -1.171
C 1.948 -0.557 -0.167
N 0.540 -0.503 -0.038
C -0.295 -0.216 -1.150
C -0.964 1.153 -1.084
O -1.424 1.329 0.267
H 2.991 -1.201 -2.068
H 3.326 -2.119 -0.706
H 1.720 -2.281 -1.486
H 2.466 -0.555 0.790
H 2.209 0.449 -0.513
H 0.120 -1.008 0.719
H 0.271 -0.244 -2.089
H -1.093 -0.966 -1.208
H -1.785 1.437 -1.749
H -0.190 1.908 -1.308
H -1.851 2.195 0.218
H -4.134 0.541 4.509
H -2.972 1.513 4.300
O -3.372 0.707 3.935



Record 3
20
Properties=species:S:1:pos:R:3 method="wB97M-V/def2-TZVPD" multiplicity=2 homo_energy_ha="0.035 / -0.195" charge=-1 molar_mass_g_mol=107.15 e_tot_ha=-365.36376 s2=0.750 e_lumo_ev="3.740 / 3.551"
C 0.992 -1.498 -0.799
C 0.884 0.007 -0.523
C -0.277 0.730 -1.155
C -1.339 0.229 -1.845
N -0.256 2.150 -0.852
H 0.194 -2.012 -0.321
H 1.003 -1.944 -1.772
H 1.825 -1.923 -0.357
H 0.733 0.116 0.543
H 1.736 0.543 -0.896
H -1.357 -0.822 -2.038
H -2.098 0.881 -2.372
H 0.671 2.402 -0.587
H -0.491 2.799 -1.612
H -0.014 2.233 2.347
H 0.438 0.825 2.708
O 0.797 1.689 2.552
H -1.354 -2.433 2.990
H -1.331 -1.896 1.623
O -0.753 -2.077 2.366



Record 4
20
Properties=species:S:1:pos:R:3 method="wB97M-V/def2-TZVPD" multiplicity=2 homo_energy_ha="0.031 / -0.124" charge=-1 molar_mass_g_mol=107.15 e_tot_ha=-365.29256 s2=0.753 e_lumo_ev="2.957 / 2.853"
C -1.889 0.749 -1.291
N -0.729 1.250 -0.685
C 0.150 2.210 -1.225
C 2.457 1.138 -0.718
C 1.485 2.129 -0.481
H -1.630 0.305 -2.384
H -2.436 -0.109 -0.710
H -2.703 1.561 -1.403
H -1.052 1.487 0.354
H -0.263 3.282 -1.395
H 0.270 1.790 -2.230
H 3.199 1.204 0.088
H 2.293 0.185 -1.205
H 1.531 2.902 0.306
H -0.847 -5.571 3.166
H -1.259 -4.553 2.211
O -1.363 -4.742 3.177
H 0.829 -0.278 0.239
H 1.151 -1.624 0.966
O 0.463 -1.093 0.459



Record 5
20
Properties=species:S:1:pos:R:3 method="wB97M-V/def2-TZVPD" multiplicity=2 homo_energy_ha="0.033 / -0.179" charge=-1 molar_mass_g_mol=107.15 e_tot_ha=-365.34828 s2=0.750 e_lumo_ev="3.585 / 3.460"
C 2.849 -0.113 -1.032
C 1.632 -0.633 -0.394
C 0.449 -0.396 -1.027
N -0.800 -0.561 -0.331
C -1.903 -1.060 -1.171
H 3.342 0.634 -0.328
H 2.764 0.218 -2.103
H 3.690 -0.894 -1.087
H 1.876 -1.125 0.592
H 0.321 -0.031 -2.008
H -0.695 -0.965 0.604
H -1.651 -1.848 -1.891
H -2.230 -0.183 -1.752
H -2.751 -1.451 -0.631
H -1.691 2.416 1.170
H -1.568 1.152 0.239
O -1.765 2.163 0.310
H 0.568 0.734 2.463
H 0.414 -0.256 3.525
O -0.103 0.180 2.850



Record 6
20
Properties=species:S:1:pos:R:3 method="wB97M-V/def2-TZVPD" smiles=CC(C)NCO.O multiplicity=1 homo_energy_ha=-0.323 charge=0 molar_mass_g_mol=107.15 e_tot_ha=-365.40584 e_lumo_ev=0.695
C 0.161 -1.513 -0.374
C -0.879 -0.467 0.073
C -1.979 -0.325 -0.948
N -0.233 0.807 0.416
C 0.099 1.666 -0.696
O 1.069 2.611 -0.408
H 0.661 -1.427 -1.348
H 0.954 -1.439 0.397
H -0.239 -2.523 -0.409
H -1.291 -0.861 1.014
H -2.761 0.401 -0.711
H -1.607 0.086 -1.901
H -2.518 -1.249 -1.159
H 0.540 0.713 1.054
H 0.579 1.072 -1.521
H -0.846 2.058 -1.091
H 0.801 3.196 0.293
O 2.453 -1.310 2.522
H 3.272 -0.817 2.514
H 1.763 -0.681 2.284



What F_max values result from the calculations? In sequence: 1.6, 2.0, 2.5, 5.9, 5.2, 2.1 eV/A.
What energy relative to the best compared isomer or geometry (same formula, charge and spin) values result from the calculations? In sequence: 92.8, 140.6, 71.7, 258.6, 112.3, 96.2 kJ/mol.